1.
This record from the OMol25 dataset describes an isolated molecule of C4H7ClN2. The level of theory is ωB97M-V with the def2-TZVPD basis set.

Output
- gap between HOMO and LUMO (eV) = 10.252
- multiplicity = 1
- energy above the lowest of the compared OMol25 structures with the same formula, charge and spin (kJ/mol) = 258.78
- structure (SMILES) = C[C@H]1C=N[C@@H](Cl)N1

Geometry as XYZ:
```
14
Properties=species:S:1:pos:R:3:forces:R:3
C -0.9786 0.8893 0.7250 2.377 -0.978 -0.256
C -0.1939 -0.2863 0.3615 0.110 -2.026 -0.217
C -2.0960 0.4329 -1.1146 2.342 -2.826 -0.489
C 1.3235 0.0075 0.2255 0.083 -2.297 -1.420
N -1.8385 1.2832 -0.0351 -4.045 1.848 -2.461
N -0.9277 -0.8680 -0.7605 -2.765 2.129 0.269
Cl -1.5644 1.1237 -2.7332 -0.486 -0.120 0.919
H -0.6940 1.4982 1.4813 0.782 1.668 2.802
H -0.3414 -0.9738 1.1711 0.210 -0.619 0.854
H -3.1634 0.0797 -1.2485 1.560 0.264 0.364
H 1.5466 0.5886 1.1032 0.912 0.113 0.172
H 1.4191 0.5614 -0.6937 0.298 0.804 -0.156
H 2.0569 -0.9396 0.0021 -2.076 2.092 1.208
H -0.3217 -0.8648 -1.5317 0.697 -0.053 -1.591
```
Positions in Å, forces in eV/Å.

2.
This record from the OMol25 dataset describes an isolated molecule of C4H7ClN2S. The level of theory is ωB97M-V with the def2-TZVPD basis set.

Output
- gap between HOMO and LUMO (eV) = 9.390
- multiplicity = 1
- energy above the lowest of the compared OMol25 structures with the same formula, charge and spin (kJ/mol) = 105.30
- structure (SMILES) = N[C@@H]1C=NSC[C@@H]1Cl

Geometry as XYZ:
```
15
Properties=species:S:1:pos:R:3:forces:R:3
C -0.9533 0.7792 0.6008 -0.705 0.819 0.090
C -0.0284 1.5818 -0.3705 -0.945 -1.421 1.111
C 1.0351 -0.7624 1.1091 -0.559 -0.728 0.404
C -0.4722 -0.6348 0.8401 -1.451 -0.758 -0.102
H -2.6901 1.7839 0.4070 -0.615 1.634 0.416
H -2.4342 0.7730 -0.8378 -0.496 -0.103 2.573
H -0.9421 1.2936 1.5405 0.393 0.403 0.858
H -0.6032 2.3997 -0.7975 0.703 0.389 -0.399
H 1.3069 -1.8424 1.1266 -0.104 0.739 0.007
H 1.3773 -0.2973 2.0442 -0.664 -0.239 0.035
H -1.1719 -1.1914 1.5579 1.356 0.986 -0.691
N -2.4494 0.8447 0.2575 2.713 -1.664 -3.234
N 1.1758 1.2938 -0.6558 -1.534 1.688 -0.762
S 2.0066 0.0140 -0.1660 1.407 -0.969 -0.183
Cl -0.9129 -1.4056 -0.7456 0.500 -0.777 -0.123
```
Positions in Å, forces in eV/Å.

In order of appearance, highest occupied orbital energy = -9.426; -8.664 eV.
In order of appearance, largest force on an atom = 5.1; 4.5 eV Å⁻¹.